ORCA calculation (ωB97M-V/def2-TZVPD) on C14H21I2N2O7P2W as an isolated structure in a non-equilibrium geometry.

## Properties
LUMO (spin up / spin down) = -0.4349 / -0.5423 Eh
energy = -68738.456 eV
2S+1 = 3
total charge = +3
relative energy (zero: lowest compared OMol25 entry of this formula, charge and spin) = 0.0 kJ/mol

Cartesian coordinates (Å):
I: -1.451 5.282 -3.482
I: -2.420 2.766 -4.484
W: -0.290 1.251 -1.059
P: 1.247 0.788 -3.021
C: 0.894 -0.737 -3.979
C: 1.447 2.187 -4.171
H: 2.238 2.028 -4.924
H: 3.684 0.364 -2.849
H: 1.683 3.079 -3.580
H: 3.043 1.382 -1.525
H: -0.048 -0.607 -4.521
H: 0.494 2.373 -4.682
C: 2.836 0.511 -2.157
H: 1.685 -1.029 -4.700
H: 2.741 -0.377 -1.520
H: 0.775 -1.550 -3.255
P: -2.138 2.189 0.330
C: -3.653 1.160 0.554
C: -1.347 2.218 1.985
H: -1.730 4.511 -0.199
H: -3.324 4.376 0.600
H: -3.104 3.898 -1.106
C: -2.634 3.896 -0.115
H: -0.427 2.810 1.915
H: -1.998 2.660 2.759
H: -4.375 1.521 1.312
H: -3.349 0.148 0.847
H: -1.082 1.203 2.311
H: -4.180 1.087 -0.404
C: -1.534 -0.087 -1.793
O: -2.273 -0.892 -2.244
O: 0.669 -1.807 -0.933
C: 0.599 -1.266 0.180
O: 0.400 0.016 0.409
C: 0.794 -2.034 1.457
C: 0.015 -1.742 2.577
C: 0.214 -2.469 3.764
C: 1.262 -3.413 3.837
C: 2.118 -3.597 2.725
C: 1.874 -2.912 1.514
N: 3.200 -4.548 2.767
O: 3.371 -5.241 3.792
O: 3.902 -4.653 1.742
N: -0.732 -2.288 4.839
O: -1.627 -1.424 4.692
O: -0.614 -2.986 5.865
H: -0.756 -0.974 2.548
H: 1.387 -4.014 4.740
H: 2.516 -3.056 0.642

Cartesian forces (eV/Å) of the 6 atoms listed first:
-0.477 -1.550 -0.670
0.630 1.387 0.992
0.608 -2.667 1.805
0.272 0.053 -1.360
-0.017 0.045 0.144
0.051 0.061 0.002

Results of the Löwdin charge analysis, in e, for atoms 1 through 6: number 1, I, carries 0.2139; number 2, I, carries 0.2045; number 3, W, carries 1.2238; number 4, P, carries 0.7404; number 5, C, carries -0.2075; number 6, C, carries -0.2569